1.
7
Properties=species:S:1:pos:R:3:forces:R:3:lowdin_charge:R:1 method="wB97M-V/def2-TZVPD" orbital_gap_ev="8.83 / 8.83" e_above_lowest_kj_mol=214.62 e_tot_ha=-602.809418 homo_energy_ev="-11.57 / -11.57" spin_multiplicity=1
C 0.0635 -1.3205 0.1479 0.2 0.0 -0.4 -0.51
C 1.2933 0.8900 0.1339 -0.2 -0.2 -0.6 -0.49
N -0.3937 -2.0168 0.9349 -0.1 -0.4 0.3 0.12
N 1.7604 1.5912 0.9083 0.4 0.4 0.4 0.13
O -1.4703 0.7327 -0.8860 3.6 -0.7 -1.5 -0.29
P 0.6113 -0.1827 -1.1117 -4.1 1.5 1.1 1.07
H -1.8644 0.3061 -0.1273 0.1 -0.6 0.6 -0.03

2.
66
Properties=species:S:1:pos:R:3:forces:R:3:lowdin_charge:R:1 method="wB97M-V/def2-TZVPD" orbital_gap_ev=6.91 e_above_lowest_kj_mol=1049.10 e_tot_ha=-1309.066419 smiles="CC(=O)OCCCCCc1cc(CC[C@H](C)CCC=C(C)C)c2nccnc2c1O" homo_energy_ev=-7.96 spin_multiplicity=1
C -2.6952 -3.2055 1.0570 0.8 0.7 0.6 0.00
C -1.3328 -3.7067 1.7862 0.5 -3.4 -1.4 -0.38
O -0.8646 -4.8551 1.5214 -1.7 5.0 1.6 0.04
O -0.7148 -2.8447 2.7434 -1.0 -0.4 -2.0 -0.07
C -0.2134 -1.6261 2.1327 1.8 1.7 -0.4 -0.19
C -0.2564 -0.3443 3.1171 -0.2 -1.1 0.6 -0.14
C -1.7423 0.2046 3.4087 0.1 0.3 0.8 -0.18
C -2.0112 1.7134 2.9170 -0.8 0.5 0.5 -0.20
C -3.2454 1.8164 1.8505 1.5 -0.4 -0.1 -0.15
C -2.7067 1.2096 0.4753 0.5 -1.7 -3.3 -0.09
C -1.4143 1.8569 -0.1451 -0.9 -3.2 -2.7 0.04
C -0.7940 1.3096 -1.4467 -1.8 0.0 2.0 -0.07
C 0.5624 1.9539 -2.0466 0.0 0.1 -0.2 -0.16
C 1.3332 2.9186 -1.0208 0.1 0.3 0.2 -0.18
C 1.8488 2.2095 0.3270 -0.7 0.1 0.9 -0.35
C 1.4797 3.0970 1.6515 1.2 0.3 -0.4 -0.10
C 3.4325 1.9555 0.3939 -0.3 -0.1 0.0 -0.20
C 3.9554 0.7412 -0.5237 -0.8 0.5 0.8 -0.19
C 3.0760 -0.5969 -0.4233 0.4 -1.0 -3.0 -0.08
C 3.0789 -1.4688 -1.5724 -0.1 0.7 1.6 -0.27
C 3.3281 -3.0718 -1.4415 -0.5 0.9 -1.2 -0.08
C 2.8809 -0.9399 -3.0878 1.1 0.0 0.6 -0.09
C -1.4782 0.1032 -2.2175 0.0 0.8 0.8 -0.12
N -0.8546 -0.3129 -3.4447 -4.2 -2.9 1.0 0.07
C -1.5566 -1.3905 -4.0596 -0.7 1.2 2.4 -0.07
C -2.8430 -2.0248 -3.4608 0.2 1.3 0.8 -0.08
N -3.5097 -1.6199 -2.2670 4.9 1.7 -2.8 0.07
C -2.7703 -0.5434 -1.6649 0.0 1.1 1.5 -0.13
C -3.3435 0.0316 -0.3021 1.3 2.2 0.7 -0.13
O -4.5532 -0.5173 0.2743 1.7 0.7 -2.2 -0.05
H -3.3709 -4.0854 0.7580 1.3 1.3 0.6 0.10
H -2.4187 -2.6105 0.1049 -0.4 -1.0 1.6 0.07
H -3.2261 -2.4772 1.7726 0.7 -1.2 -1.2 0.08
H -0.6915 -1.3631 1.1233 0.3 -0.5 1.5 0.12
H 0.9127 -1.8045 1.9134 -1.8 0.1 0.3 0.12
H 0.1945 -0.7059 4.1218 -0.7 0.5 -1.6 0.12
H 0.4738 0.4759 2.7499 -1.4 -1.4 0.3 0.09
H -2.5740 -0.5092 3.0325 1.5 1.1 0.3 0.11
H -1.8673 0.2143 4.5605 0.1 -0.1 -1.9 0.11
H -2.3326 2.3356 3.8421 0.5 -1.0 -1.5 0.11
H -1.0609 2.2474 2.5267 -1.6 -1.1 0.5 0.08
H -3.4887 2.9369 1.7155 0.1 -1.9 0.1 0.12
H -4.1224 1.2224 2.2950 1.2 1.0 -1.0 0.12
H -0.9500 2.7419 0.3964 -0.7 -1.4 -0.9 0.08
H 0.3135 2.5984 -2.9773 0.2 -1.1 1.5 0.12
H 1.2823 1.1390 -2.4335 -1.4 1.1 0.8 0.08
H 0.6157 3.7835 -0.7598 1.1 -1.3 -0.3 0.11
H 2.2513 3.4192 -1.5184 -1.6 -0.9 0.5 0.12
H 1.2484 1.2240 0.4331 1.2 1.4 -0.2 0.11
H 2.4008 3.7739 1.8493 -1.5 -1.0 -0.2 0.08
H 1.3464 2.4363 2.5881 0.1 1.1 -1.5 0.07
H 0.6026 3.8099 1.4813 1.0 -1.2 0.4 0.07
H 3.9655 2.9218 0.0534 -0.8 -1.4 0.6 0.12
H 3.6980 1.7862 1.5099 -0.3 0.1 -1.8 0.12
H 5.0145 0.4659 -0.1607 -1.6 0.3 -0.6 0.11
H 4.0762 1.1482 -1.5872 -0.3 -0.9 1.4 0.10
H 2.4865 -0.8906 0.5260 2.0 0.2 -1.2 0.10
H 3.9963 -3.3423 -0.5578 -1.3 0.5 -1.0 0.08
H 3.9294 -3.3482 -2.3942 -1.0 0.4 1.5 0.07
H 2.3523 -3.6651 -1.5051 1.4 0.6 0.4 0.08
H 1.7726 -1.0077 -3.3891 1.6 -0.2 0.6 0.06
H 3.1769 0.1661 -3.2174 -0.4 -1.8 0.3 0.06
H 3.5318 -1.5748 -3.7905 -1.1 1.0 0.9 0.07
H -1.1563 -1.8090 -5.0540 -0.6 0.8 1.8 0.11
H -3.3340 -2.8788 -4.0618 0.9 1.5 1.2 0.11
H -5.1244 -0.8271 -0.4783 0.9 0.2 0.9 0.11

3.
73
Properties=species:S:1:pos:R:3:forces:R:3:lowdin_charge:R:1 method="wB97M-V/def2-TZVPD" orbital_gap_ev="4.46 / 4.60" e_tot_ha=-2259.793643 charge=-1 homo_energy_ev="-2.69 / -3.74" spin_multiplicity=5
Os 0.0257 0.4926 -0.0863 -0.7 -0.5 0.9 1.19
C 2.0095 -3.4947 4.6896 0.2 -0.2 0.0 -0.09
C 2.7150 -4.1353 3.6681 0.0 -0.1 0.3 -0.09
C 2.7501 -3.6276 2.3834 0.0 0.3 -0.4 -0.02
C 2.0622 -2.4483 2.1226 -0.2 -0.4 1.3 -0.09
C 1.8708 -1.6494 0.9370 0.4 1.1 -1.5 -0.26
N 0.9791 -0.6491 1.2269 1.0 -0.9 0.6 -0.08
C 0.7516 -0.6248 2.5811 -0.4 1.3 -0.1 -0.28
N 0.2809 0.4064 3.2512 0.3 -1.0 0.4 0.20
C -0.1919 1.5065 2.6969 -0.1 0.1 -0.3 -0.28
C -0.4222 2.7345 3.4014 -0.2 0.7 -0.1 -0.11
C -0.1720 3.1268 4.7088 0.0 -0.2 -0.1 -0.03
C -0.4500 4.4321 5.0589 0.0 0.1 0.2 -0.10
C -0.9786 5.3364 4.1327 0.0 0.1 0.2 -0.10
C -1.2406 4.9576 2.8318 0.0 -0.1 -0.2 -0.02
C -0.9562 3.6513 2.4636 0.2 -0.1 0.9 -0.10
C -1.0648 2.9455 1.2165 -0.2 -0.7 -0.8 -0.28
N -1.6479 3.4241 0.1293 -0.1 0.4 0.5 0.18
C -1.6187 2.7658 -1.0235 1.0 -0.7 0.1 -0.32
N -0.8207 1.7262 -1.3156 -0.8 2.4 -0.8 -0.21
C -1.0931 1.2536 -2.6411 -1.1 -1.3 0.3 -0.72
N 0.0427 0.9196 -3.3679 1.8 -0.1 0.0 0.18
C 1.0349 0.2938 -2.8283 -1.7 0.9 -0.4 -0.26
N 0.9295 -0.5872 -1.6311 0.5 0.0 -0.6 -0.18
C 2.3069 -0.9482 -1.2415 0.2 0.8 -0.6 -0.26
N 2.5841 -1.6822 -0.1831 -0.2 -1.2 1.5 0.19
C 3.1480 -0.5166 -2.2814 -0.5 0.6 -0.3 -0.11
C 4.5294 -0.6673 -2.4547 0.1 -0.1 0.1 -0.02
C 5.1156 -0.1617 -3.5863 0.0 0.0 0.0 -0.09
C 4.3583 0.5284 -4.5506 0.3 0.0 -0.1 -0.10
C 3.0114 0.7429 -4.3799 -0.4 -0.1 0.3 -0.02
C 2.3860 0.2135 -3.2532 1.4 -0.4 0.0 -0.10
C -2.1013 2.1720 -3.1889 -0.3 0.6 0.2 -0.22
C -2.7582 2.2197 -4.4064 0.1 0.0 0.0 -0.04
C -3.7952 3.1240 -4.5527 0.0 0.0 -0.1 -0.09
C -4.1804 3.9688 -3.5138 -0.1 0.2 0.0 -0.10
C -3.5057 3.9601 -2.3086 0.1 -0.1 0.1 -0.02
C -2.4561 3.0681 -2.1607 0.1 -0.2 -0.8 -0.12
N -0.5554 1.6830 1.3790 -0.3 0.8 0.4 -0.05
C 1.3488 -1.7975 3.1646 0.6 -1.0 -0.1 -0.09
C 1.3275 -2.3190 4.4505 -0.2 0.3 -0.2 -0.02
H 1.9923 -3.9350 5.6785 0.0 0.0 0.0 0.10
H 3.2510 -5.0450 3.8992 0.0 -0.1 0.0 0.09
H 3.2889 -4.1326 1.5941 0.0 0.0 0.0 0.11
H 0.2345 2.4176 5.4132 0.1 0.0 0.1 0.11
H -0.2556 4.7729 6.0679 0.0 0.0 0.0 0.09
H -1.1785 6.3528 4.4461 0.0 0.0 0.0 0.09
H -1.6260 5.6602 2.1090 -0.1 0.0 -0.1 0.11
H 5.0987 -1.1858 -1.6991 0.1 -0.1 0.0 0.11
H 6.1787 -0.2947 -3.7439 0.0 0.0 0.0 0.10
H 4.8515 0.8973 -5.4369 0.1 0.1 -0.1 0.09
H 2.4348 1.3032 -5.0992 -0.1 0.0 -0.1 0.11
H -2.4815 1.5476 -5.2046 0.0 -0.1 -0.1 0.11
H -4.3355 3.1660 -5.4882 0.0 0.0 -0.1 0.09
H -5.0201 4.6369 -3.6495 0.0 0.0 -0.1 0.09
H -3.7894 4.5971 -1.4846 0.0 0.1 0.1 0.11
H 0.7684 -1.8240 5.2301 0.0 0.1 0.1 0.11
C 0.6245 -2.8766 -5.4402 0.0 -0.1 0.1 -0.04
C 0.4414 -3.6422 -4.1194 0.1 -0.1 -0.2 -0.61
C 1.5160 -4.7253 -3.9880 -0.1 0.1 0.0 -0.05
C -0.9621 -4.2442 -4.0417 0.1 0.1 0.0 -0.05
C 0.6009 -2.6556 -3.0639 -0.3 0.5 0.7 0.03
C 0.5106 -1.7437 -2.2797 -0.3 -1.4 -0.4 -0.15
H 0.4822 -3.5421 -6.2892 0.0 -0.1 -0.1 0.08
H 1.6217 -2.4430 -5.4957 0.1 0.0 0.0 0.08
H -0.0984 -2.0672 -5.5057 -0.1 0.1 0.0 0.09
H 1.4451 -5.4263 -4.8166 0.0 -0.1 -0.1 0.08
H 1.3940 -5.2710 -3.0566 0.0 -0.1 0.1 0.08
H 2.5084 -4.2809 -3.9940 0.1 0.1 0.0 0.08
H -1.1554 -4.8492 -4.9234 -0.1 -0.2 -0.1 0.08
H -1.7018 -3.4482 -3.9821 -0.1 0.0 0.0 0.07
H -1.0599 -4.8630 -3.1530 0.0 -0.1 0.1 0.08
Te -2.3550 -0.5317 -1.8740 0.0 0.0 -0.2 0.67

4.
19
Properties=species:S:1:pos:R:3:forces:R:3:lowdin_charge:R:1 method="wB97M-V/def2-TZVPD" orbital_gap_ev="6.60 / 8.54" e_above_lowest_kj_mol=628.47 e_tot_ha=-525.061529 homo_energy_ev="-7.14 / -9.02" spin_multiplicity=1
C 0.0665 -0.3949 0.0801 1.9 0.9 -0.9 -0.42
C 1.3544 0.0100 0.0926 -1.2 1.1 0.8 -0.36
C -0.5602 -1.7398 -0.1268 -0.2 0.1 0.9 -0.24
C 1.7264 1.4272 0.5297 -0.4 -1.8 0.3 -0.06
C 2.5408 -0.8300 -0.1491 0.8 -0.7 1.8 -0.06
C -3.1889 0.5038 -0.8098 0.6 -0.6 0.6 -0.27
Si -1.7007 -0.1547 0.2493 -1.3 -1.4 1.0 0.79
H -0.3856 -2.1913 -1.0926 -0.4 0.1 -0.6 0.04
H -0.1936 -2.4780 0.6167 -0.8 0.4 -0.1 0.06
H 0.7784 1.9938 0.5437 1.0 0.4 -0.1 0.08
H 2.1278 1.2605 1.5518 -0.3 0.6 -0.3 0.09
H 2.5958 1.7019 -0.0800 -0.7 0.9 0.0 0.07
H 3.3735 -0.2024 -0.4082 0.5 0.2 -0.3 0.06
H 2.9062 -1.4247 0.7500 -0.7 0.8 -0.7 0.12
H 2.4009 -1.5435 -0.9009 -0.3 -1.1 -1.3 0.06
H -4.2112 0.1578 -0.6199 0.5 -0.5 0.7 0.02
H -3.2669 1.5792 -0.6353 0.5 0.0 -0.8 0.01
H -2.9339 0.0728 -1.7689 0.0 0.9 -0.8 0.00
H -3.7115 0.6601 2.4340 0.5 -0.2 -0.3 0.01

5.
21
Properties=species:S:1:pos:R:3:forces:R:3:lowdin_charge:R:1 method="wB97M-V/def2-TZVPD" orbital_gap_ev=9.90 e_above_lowest_kj_mol=370.43 e_tot_ha=-312.113947 smiles=CCCCCOC homo_energy_ev=-8.80 spin_multiplicity=1
C -0.6302 -2.7931 0.7229 1.5 0.1 0.2 -0.08
C 1.0203 -2.1397 0.3371 -1.3 -1.6 1.3 -0.17
C 0.9224 -0.9962 -0.6799 -1.9 -0.6 0.2 -0.22
C 0.9124 0.4767 -0.2607 -0.1 -0.2 0.1 -0.18
C -0.4375 1.0822 -0.6265 0.0 -0.2 0.0 -0.27
O -0.4876 2.4250 -0.2163 0.1 0.1 0.0 -0.19
C -1.7252 3.0191 -0.4997 -0.3 0.2 0.0 -0.13
H -0.4487 -3.7630 1.1849 -0.1 0.0 0.2 0.04
H -1.3597 -2.9763 -0.1110 1.2 0.4 0.2 0.07
H -1.1840 -2.1594 1.4449 0.7 -0.1 -0.3 0.05
H 1.3501 -1.7963 1.3089 0.4 -0.3 0.2 0.09
H 1.5446 -2.9956 -0.0715 0.2 -0.1 0.4 0.09
H 1.2367 -1.1879 -1.7156 0.1 -0.2 0.7 0.11
H -0.0634 -1.5130 -0.4406 -0.7 3.0 -3.1 0.05
H 1.6994 1.0947 -0.7226 -0.1 -0.4 0.0 0.12
H 1.0511 0.5841 0.8228 0.0 -0.1 -0.1 0.11
H -0.6089 1.0052 -1.7159 0.1 0.0 0.2 0.13
H -1.2386 0.4974 -0.1380 0.1 0.1 0.0 0.12
H -1.9465 3.0102 -1.5796 0.1 0.0 0.2 0.09
H -1.6775 4.0553 -0.1567 0.0 -0.1 -0.1 0.09
H -2.5499 2.5063 0.0223 0.1 0.1 -0.1 0.09

6.
54
Properties=species:S:1:pos:R:3:forces:R:3:lowdin_charge:R:1 method="wB97M-V/def2-TZVPD" orbital_gap_ev="5.95 / 5.58" e_tot_ha=-2456.959394 homo_energy_ev="-5.66 / -5.65" spin_multiplicity=5
C -0.2239 -1.1075 -3.6400 -0.2 0.1 -0.1 -0.08
C 0.9475 -1.3847 -2.9390 -0.2 0.0 0.4 -0.05
C 1.1192 -0.8964 -1.6307 -0.2 -0.2 -1.4 -0.28
C 0.1362 -0.0882 -1.0610 0.1 0.1 0.1 -0.16
C -1.0232 0.2156 -1.7794 0.1 -0.5 -0.9 -0.31
C -1.2127 -0.2947 -3.0719 0.3 0.1 0.4 -0.04
C 2.4814 -1.1620 -1.0302 0.5 -0.2 0.3 -0.17
C 2.7554 -0.5309 0.3341 0.8 0.7 0.0 -0.18
N 2.3694 0.9524 0.3980 2.3 0.2 -0.2 -0.33
Fe 0.4836 0.4954 0.8902 -1.9 -2.7 0.0 0.45
C -2.0725 1.1032 -1.1586 0.0 0.4 0.3 -0.27
P -1.2349 1.9254 0.2819 -1.9 0.0 -1.9 0.82
H 1.7647 -1.9641 -3.3842 -0.4 0.1 0.0 0.11
H -2.1290 -0.0114 -3.6022 0.4 -0.3 0.0 0.11
H -0.3696 -1.5100 -4.6421 0.1 0.1 0.2 0.10
H -2.9487 0.5267 -0.8097 0.5 0.2 0.0 0.09
H -2.4569 1.8727 -1.8512 0.1 -0.3 0.1 0.10
H 2.6850 -2.2424 -0.9580 -0.2 0.3 0.2 0.11
H 3.2636 -0.8223 -1.7414 -0.4 0.1 0.4 0.12
H 2.2542 -1.0035 1.2004 0.0 0.0 -0.6 0.08
C -2.6423 2.5989 1.1946 -0.2 0.6 0.4 -0.26
C -0.5381 3.4379 -0.4608 -0.1 0.4 0.1 -0.25
H 3.8331 -0.6503 0.5751 -0.4 0.2 -0.2 0.13
C 2.5372 1.6656 -0.9133 0.5 -0.3 0.1 -0.05
C 3.2391 1.6602 1.4015 0.1 0.2 -0.2 -0.07
H -0.1539 1.0767 2.3407 1.3 1.0 0.1 0.07
H 3.5994 1.9366 -1.0242 -0.3 0.0 -0.1 0.09
H 2.2569 1.0400 -1.7621 -0.1 0.3 0.4 0.08
H 1.9179 2.5615 -0.9374 0.2 0.0 0.2 0.07
H 3.9907 2.2549 0.8569 -0.1 -0.3 0.3 0.08
H 2.6782 2.3793 2.0133 -0.1 -0.3 -0.2 0.07
H 3.7651 0.9587 2.0666 -0.4 0.2 -0.2 0.09
H -1.3336 4.1860 -0.5747 0.3 -0.1 -0.1 0.05
H 0.2236 3.8238 0.2269 -0.1 0.1 -0.2 0.04
H -0.0791 3.2380 -1.4338 -0.1 0.0 0.2 0.05
H -3.1932 3.2887 0.5389 0.1 -0.1 0.3 0.05
H -3.3221 1.8214 1.5508 0.3 0.2 -0.1 0.01
H -2.2499 3.1443 2.0607 -0.2 0.1 -0.1 0.05
H 0.4816 1.6847 1.9826 -0.9 -0.6 1.7 0.03
C -3.2059 -0.6027 1.8889 -0.5 0.3 0.0 -0.10
C -2.2762 -1.6659 1.4848 0.2 -2.3 -0.4 -0.40
C -2.6678 -3.0307 1.3332 0.1 1.8 0.2 -0.10
C -1.5005 -3.7514 1.1037 1.4 0.9 0.0 -0.10
C -0.4321 -2.8097 1.1218 -2.4 -1.0 0.0 -0.40
C 0.9531 -3.2720 1.0011 0.8 -0.3 -0.3 -0.08
N -0.9193 -1.5400 1.2949 0.7 0.4 0.8 0.05
H -3.5312 -0.0047 1.0262 0.0 0.1 0.3 0.03
H -2.7901 0.0399 2.6757 0.0 0.1 -0.2 0.07
H -4.1164 -1.0640 2.2980 0.2 0.1 -0.1 0.08
H -3.6911 -3.3799 1.4029 0.1 0.0 0.0 0.08
H -1.3589 -4.8131 0.9417 -0.1 0.1 0.1 0.08
H 1.0220 -4.2944 1.4030 0.0 0.3 -0.1 0.08
H 1.2531 -3.3257 -0.0558 0.2 0.0 0.3 0.06
H 1.6619 -2.6660 1.5725 0.0 -0.2 -0.1 0.05

Largest force on an atom values, unit eV Å⁻¹, following the record order: 4.49, 5.88, 2.67, 2.26, 4.42, 3.31.